Here is a cluster of 11 separate species, C48H117N11O6 in total from OMol25. Energies are from ωB97M-V/def2-TZVPD.

Summary:
- HOMO energy (eV) = -8.12
- SMILES = CCN(CC)CC.CCN(CC)CC.CCN(CC)CC.CCN(CC)CC.CCN(CC)CC.CN(C)C=O.CN(C)C=O.CN(C)C=O.CN(C)C=O.CN(C)C=O.CN(C)C=O
- E_tot (eV) = -80343.554
- energy above the lowest of the compared OMol25 structures with the same formula, charge and spin (kJ/mol) = 875.32

Element x y z (Å)
C (-27.06493, -16.70115, 27.95856)
C (-27.44919, -15.68479, 29.00436)
N (-28.76718, -15.10625, 28.81770)
C (-29.04412, -14.30932, 27.58907)
C (-28.04567, -13.08631, 27.31775)
C (-29.21788, -14.45481, 30.02381)
C (-30.63164, -13.85591, 29.97981)
H (-26.87849, -16.25631, 26.98109)
H (-27.92254, -17.36119, 27.82832)
H (-26.25915, -17.38912, 28.21455)
H (-27.45864, -16.32220, 29.88851)
H (-26.75504, -14.85327, 29.12618)
H (-28.91563, -14.96705, 26.72942)
H (-30.06892, -13.95027, 27.49438)
H (-27.13100, -13.39020, 26.80870)
H (-28.48254, -12.36560, 26.62650)
H (-27.74028, -12.59410, 28.24110)
H (-28.43138, -13.75497, 30.30620)
H (-29.28861, -15.31754, 30.68622)
H (-31.40596, -14.42915, 29.46998)
H (-30.56126, -12.96908, 29.35000)
H (-30.95445, -13.45395, 30.94019)
C (-17.01901, -9.62359, 31.09768)
C (-16.93337, -10.70551, 30.04149)
N (-15.85327, -10.43037, 29.07369)
C (-16.23860, -10.81772, 27.68186)
C (-15.20079, -10.37213, 26.62764)
C (-14.55014, -10.89508, 29.53489)
C (-14.51800, -12.46861, 29.65997)
H (-15.99624, -9.43601, 31.42460)
H (-17.69953, -9.91797, 31.89665)
H (-17.33964, -8.65350, 30.71792)
H (-16.87994, -11.68348, 30.51982)
H (-17.86661, -10.76225, 29.48118)
H (-16.54194, -11.86248, 27.61443)
H (-17.18630, -10.37885, 27.36984)
H (-14.89848, -9.32509, 26.64817)
H (-14.27533, -10.94646, 26.66965)
H (-15.61533, -10.42788, 25.62109)
H (-14.23388, -10.43188, 30.46952)
H (-13.79950, -10.63133, 28.78986)
H (-13.60059, -12.82715, 30.12677)
H (-14.58339, -12.92984, 28.67454)
H (-15.35351, -12.89170, 30.21766)
C (-17.20935, -12.26455, 39.49756)
C (-18.63949, -12.59216, 39.96557)
N (-19.68349, -12.19531, 38.96252)
C (-19.68791, -12.86498, 37.69575)
C (-20.02831, -14.32635, 37.70133)
C (-19.64704, -10.75478, 38.71098)
C (-19.80680, -9.82998, 39.93443)
H (-16.49939, -12.60005, 40.25354)
H (-17.06750, -11.18383, 39.49468)
H (-16.84291, -12.63808, 38.54136)
H (-18.76760, -13.66408, 40.11615)
H (-18.81417, -12.05348, 40.89692)
H (-20.42379, -12.48067, 36.98944)
H (-18.69665, -12.71550, 37.26777)
H (-19.33739, -15.00411, 38.20270)
H (-21.01420, -14.51251, 38.12732)
H (-20.10305, -14.69067, 36.67673)
H (-20.52673, -10.52732, 38.10890)
H (-18.76930, -10.44876, 38.14175)
H (-19.87430, -8.79913, 39.58675)
H (-19.01574, -9.90646, 40.68041)
H (-20.73719, -10.10518, 40.43116)
C (-19.91340, -17.58233, 28.85058)
C (-19.33872, -18.90307, 28.88241)
N (-17.98058, -18.88661, 28.20838)
C (-18.09768, -18.78379, 26.73146)
C (-16.76527, -18.63559, 26.08767)
C (-17.12146, -19.99337, 28.70587)
C (-17.65996, -21.40387, 28.31326)
H (-20.68434, -17.49839, 29.61655)
H (-20.33467, -17.35706, 27.87084)
H (-19.16443, -16.82934, 29.09588)
H (-19.27402, -19.19073, 29.93177)
H (-19.93943, -19.73347, 28.51139)
H (-18.74178, -17.94096, 26.48068)
H (-18.63394, -19.68104, 26.42250)
H (-16.03159, -19.37777, 26.40229)
H (-16.25722, -17.70144, 26.32713)
H (-16.85478, -18.79164, 25.01262)
H (-16.10312, -19.84907, 28.34496)
H (-17.04472, -20.10251, 29.78767)
H (-16.95971, -22.08773, 28.79291)
H (-18.66606, -21.48963, 28.72376)
H (-17.59509, -21.48918, 27.22854)
C (-18.59436, -18.07905, 16.21357)
C (-19.53167, -18.60642, 15.14837)
N (-20.97482, -18.47951, 15.55533)
C (-21.89014, -19.16674, 14.62453)
C (-21.67103, -20.63631, 14.56837)
C (-21.36304, -17.03982, 15.57706)
C (-21.50592, -16.27484, 14.28929)
H (-18.90365, -18.48704, 17.17585)
H (-18.44676, -17.00019, 16.16499)
H (-17.56839, -18.43146, 16.10727)
H (-19.30543, -18.12606, 14.19645)
H (-19.27549, -19.66027, 15.03932)
H (-22.93867, -18.93517, 14.81171)
H (-21.76944, -18.71331, 13.64068)
H (-22.55704, -21.07446, 14.10894)
H (-20.78790, -20.90178, 13.98724)
H (-21.61572, -21.19478, 15.50281)
H (-20.60658, -16.50080, 16.14744)
H (-22.26199, -16.85153, 16.16403)
H (-21.82534, -15.26857, 14.56036)
H (-22.26381, -16.60547, 13.57910)
H (-20.64659, -16.21433, 13.62147)
C (-12.30096, -26.25439, 25.64826)
N (-11.98319, -25.24395, 24.62776)
C (-12.06038, -25.69831, 23.18773)
C (-11.68425, -23.96286, 24.91133)
O (-11.52378, -23.57191, 26.11180)
H (-11.98318, -25.89588, 26.62734)
H (-11.74642, -27.18564, 25.53269)
H (-13.34803, -26.55482, 25.68692)
H (-13.08865, -26.01916, 23.02095)
H (-11.82301, -24.86998, 22.52019)
H (-11.40567, -26.56010, 23.05821)
H (-11.51901, -23.41789, 23.96904)
C (-10.99486, -18.62559, 32.60209)
N (-11.22329, -18.01742, 33.88362)
C (-10.10003, -18.09472, 34.87107)
C (-12.44523, -17.75512, 34.35138)
O (-12.69795, -17.29762, 35.46106)
H (-10.98018, -19.70022, 32.78388)
H (-10.03806, -18.29957, 32.19423)
H (-11.74458, -18.38467, 31.84845)
H (-9.24353, -17.49027, 34.57251)
H (-10.53698, -17.93394, 35.85663)
H (-9.62802, -19.07460, 34.94285)
H (-13.18333, -17.92403, 33.55208)
C (-21.40755, -12.58289, 21.93092)
N (-20.42383, -12.29920, 20.88708)
C (-19.24249, -13.23038, 20.81430)
C (-20.75698, -11.36580, 19.97441)
O (-19.99321, -11.14037, 19.03847)
H (-20.91937, -12.74279, 22.89227)
H (-21.91370, -13.51821, 21.69199)
H (-22.11314, -11.81144, 22.23928)
H (-19.52802, -14.20012, 20.40667)
H (-18.45459, -12.78967, 20.20348)
H (-18.74670, -13.32653, 21.78024)
H (-21.74509, -10.90813, 20.13684)
C (-11.36932, -18.55155, 20.11352)
N (-11.43469, -17.10258, 20.51360)
C (-11.06599, -16.88327, 21.92526)
C (-11.68470, -16.05857, 19.68770)
O (-11.66201, -14.88848, 20.09587)
H (-11.62898, -18.67739, 19.06241)
H (-12.13587, -19.04078, 20.71449)
H (-10.35705, -18.90295, 20.31333)
H (-9.99384, -16.98068, 22.09584)
H (-11.32261, -15.88923, 22.29150)
H (-11.52252, -17.50325, 22.69682)
H (-11.82723, -16.40016, 18.65078)
C (-17.79496, -23.93704, 35.80174)
N (-17.75436, -25.39052, 35.71209)
C (-17.49262, -26.03996, 34.42505)
C (-18.07609, -26.16176, 36.81821)
O (-18.18148, -27.37457, 36.89313)
H (-16.88444, -23.35048, 35.92425)
H (-18.24122, -23.61246, 36.74174)
H (-18.45768, -23.49096, 35.06018)
H (-17.77516, -27.09267, 34.43372)
H (-18.00822, -25.49609, 33.63356)
H (-16.42442, -26.02522, 34.20864)
H (-18.31699, -25.50374, 37.66743)
C (-20.03422, -26.28593, 19.91853)
N (-18.84075, -25.62019, 20.46689)
C (-18.52950, -25.93063, 21.89629)
C (-18.29782, -24.58663, 19.84370)
O (-17.29969, -24.04099, 20.32859)
H (-20.01970, -27.30614, 20.30202)
H (-20.14973, -26.42926, 18.84418)
H (-20.98117, -25.87557, 20.26923)
H (-18.14856, -26.94420, 22.02150)
H (-17.78813, -25.23559, 22.29047)
H (-19.39418, -25.88600, 22.55843)
H (-18.80427, -24.30304, 18.90814)

Forces on the atoms, in the same order (eV/Å):
-0.5099 -0.1552 -1.1292
-0.1973 -0.1343 -0.1517
-1.8229 0.2979 -1.7533
2.2618 0.1868 -0.4764
-0.5443 -0.8177 0.1420
-0.7860 -1.4137 0.1629
0.8470 1.3947 -0.9185
0.2247 -0.0332 -0.0580
-0.2068 0.0116 -0.0685
0.3043 0.5022 0.2324
-0.2232 0.6804 0.6280
0.7420 -0.1567 0.1244
-0.0377 -0.2033 0.0038
0.0654 -0.2063 0.6626
0.0779 -0.3776 0.1777
-0.2783 0.1179 0.2428
-0.1900 0.1661 0.0031
-0.2486 0.4838 0.7754
0.4295 0.3909 0.8503
0.2094 -0.5850 0.4668
-0.1099 0.3420 -0.0397
-0.0058 -0.4915 0.1227
0.3300 0.2324 -0.1643
-0.2819 0.4501 -0.8058
-0.9752 0.2023 -0.2868
0.6088 0.7570 0.2167
-0.0597 -0.3032 -0.0995
-0.2383 -1.9155 -0.6544
0.2213 0.5319 -0.0898
-0.1180 -0.1205 0.6587
0.2834 0.0463 0.2299
-0.2239 -0.1486 -0.3220
0.3595 -0.1585 0.1098
-0.1028 0.1805 -0.1018
0.7584 -0.6500 -0.1344
-0.0512 0.7843 0.6281
-0.2218 0.1379 0.8046
-0.0769 -0.1668 -0.1218
-0.0974 -0.5909 -0.0305
-0.3763 0.1094 0.0390
0.0045 0.1885 0.0680
0.0730 0.0831 0.0158
0.1176 0.1007 -0.1462
0.0654 0.2438 0.1870
0.3744 0.3688 0.8075
-0.1184 -0.2142 -2.0953
-0.4727 1.1985 1.6721
0.7960 -0.7376 -0.2649
-0.2652 -1.1399 0.1671
-0.6503 0.4516 0.5580
-0.0837 -0.7575 -0.1458
0.0399 -0.2498 0.0588
-0.0763 0.1301 -0.1905
-0.4710 -0.2297 -0.0229
0.0829 0.0341 0.2516
-0.2304 -0.2145 -0.0826
0.0421 0.8793 0.3594
0.2305 -0.1182 -0.7306
0.2067 0.2140 0.1548
-0.0610 0.1758 0.2130
0.1537 0.0809 -0.1471
0.0848 -0.0594 -0.3417
0.3116 -0.0039 -0.2475
0.0237 -0.0119 0.0755
0.1581 0.0539 -0.1462
-0.0738 0.1490 0.0951
-1.4286 1.9415 -0.2256
2.5258 -2.0055 -0.0880
-0.4232 -0.0129 1.7180
-0.4291 -0.6350 1.7832
1.0636 -0.3415 -0.5646
-0.8980 -0.6929 -0.9554
1.1366 1.2540 0.0467
-0.3190 0.1096 -0.2084
-0.1618 0.3062 0.0926
0.0852 -0.0596 -0.0969
0.9019 -0.0312 0.1715
-0.5430 0.2170 -0.6798
0.0666 0.0745 0.1531
-0.0018 -0.2279 -0.7054
-0.2592 -0.3257 0.0762
-0.3858 0.2842 -0.1954
0.0419 0.4018 -0.1090
-0.0681 -0.0622 -0.0263
-0.2606 1.1517 0.2060
-0.3213 -0.4653 -0.1668
0.0634 -0.4087 -0.2885
-0.3794 -0.4715 0.0614
0.5627 -0.0008 0.1354
-0.5691 -0.3546 0.3995
-0.0932 1.0445 -0.5261
0.7274 0.7968 0.2314
-0.3754 -1.2838 -0.4439
0.8512 -0.1776 0.7192
-0.5017 0.4299 -1.2971
-0.1813 0.5979 0.1966
-0.5374 0.0983 0.5055
0.0032 -0.3998 -0.4651
-0.1902 0.1136 -0.3400
-0.4027 -0.0882 -0.1292
0.0286 0.0765 0.8288
0.2456 -0.3264 -0.5645
0.1274 -0.1494 -0.4924
-0.1077 -0.0714 -0.0860
0.1916 0.5995 0.4304
0.1738 -0.1583 0.1261
-0.2837 -0.6397 -0.0055
0.2646 0.1821 -0.0860
-0.4453 -0.3806 0.3690
0.5127 0.0947 0.5004
0.6058 0.2522 0.3430
-0.3733 -1.2303 -1.4816
-0.5091 0.2403 1.8898
0.7821 -0.3882 3.8351
-0.5773 -0.3017 -3.7704
-0.2723 0.3413 -0.1414
0.2570 0.0774 -0.5933
-0.1833 0.4212 -0.1955
-0.0005 -0.0218 -0.2901
0.1142 -0.1845 0.0796
0.1301 0.1924 -0.1666
0.0134 0.6105 0.4889
0.1263 -0.4905 -0.0063
1.9825 -0.0895 1.1752
-0.5283 -0.4109 -0.5468
-0.4904 1.0255 0.5059
-0.1165 -0.6686 -0.7970
0.1942 -0.2506 -0.5886
0.0481 -0.0595 0.1075
-0.2115 0.0711 0.3084
-0.4173 0.7177 0.2681
0.3495 0.6776 -0.1839
-0.5098 -0.5905 -0.4512
-0.4312 0.0657 0.2029
0.6273 -0.9615 0.7795
-0.4854 -0.4912 1.6871
-0.4103 1.4530 -0.2848
2.3337 -0.8259 -1.4254
-1.1869 0.6124 0.2844
0.4722 -0.2742 -0.0512
-0.3952 0.0450 0.0958
-0.0420 0.3197 -1.0585
-0.0583 0.0214 0.0990
-0.4464 0.0705 -0.3903
-0.5855 -0.1354 0.2779
0.1777 0.1614 -0.0186
-0.5025 1.8977 0.2511
0.1732 -1.4812 1.0065
0.1543 0.8489 0.3153
0.7182 1.1602 1.5285
-0.3252 -1.5706 -1.2679
0.1359 0.1269 0.0128
0.3172 -0.4286 -0.0194
-0.1729 -0.2790 -0.0013
0.1998 -0.0921 -0.3438
-0.0247 0.1897 -0.7107
-0.4542 -0.7342 -0.7062
-0.2241 0.3594 -0.0603
-0.7263 0.4019 0.9439
-0.0234 -0.7410 0.5122
0.4172 0.3396 0.2654
-0.4006 0.2276 -0.4730
0.4170 0.9501 -0.5051
0.7237 -0.6155 -0.9516
-0.5294 -0.6039 0.2532
0.2928 -0.1446 -0.3705
-0.3049 0.2211 0.2591
-0.0937 -0.1127 -0.0118
0.1171 0.1338 -0.0891
0.1121 -0.0533 0.1672
-0.2087 -0.8422 0.8437
-2.0340 -1.6205 0.8069
0.2416 0.0587 -0.5315
2.2211 0.9721 1.2192
-0.9913 0.2863 -1.2333
0.0221 -0.0989 0.0589
0.7839 0.6166 -0.1206
0.0516 0.3914 0.1844
0.1573 -0.0504 -0.3654
-0.0650 -0.0185 -0.4002
-0.4107 0.2685 -0.4092
0.2443 0.0374 -0.0470